Here is a gas-phase ion, C6H10NO4 (charge -1) in a non-equilibrium geometry from the Open Molecules 2025 dataset. Energies are from ωB97M-V/def2-TZVPD.

Each atom is followed by the atoms it is bonded to, with distances in Å.
Element x y z (Å)
1 O 1.277 -0.168 1.134  C10 1.417, C11 1.358
2 O -0.919 -2.163 -0.868  C6 1.254
3 O 1.690 1.358 -0.586  C10 1.240
4 O 1.522 -2.139 -0.081  C11 1.387, H12 0.978
5 N -1.431 -0.031 -0.087  C6 1.397, C7 1.477, C9 1.376
6 C -0.564 -1.108 -0.291  O2 1.254, N5 1.397, C11 1.462
7 C -0.951 1.271 0.418  N5 1.477, H13 1.131, H18 1.031, H20 1.085
8 C 3.488 -0.087 0.029  C10 1.612, H15 1.103, H17 1.099, H21 1.030
9 C -2.720 -0.414 0.204  N5 1.376, H14 1.132, H16 1.061, H19 1.178
10 C 1.916 0.259 -0.056  O1 1.417, O3 1.240, C8 1.612, C11 1.637
11 C 0.831 -0.954 0.119  O1 1.358, O4 1.387, C6 1.462, C10 1.637
12 H 0.822 -2.621 -0.566  O4 0.978
13 H 0.027 1.596 -0.048  C7 1.131
14 H -2.939 -0.860 1.221  C9 1.132
15 H 3.579 -0.991 -0.596  C8 1.103
16 H -3.417 0.382 0.290  C9 1.061
17 H 4.097 0.790 -0.232  C8 1.099
18 H -1.663 1.986 0.209  C7 1.031
19 H -2.967 -1.180 -0.657  C9 1.178
20 H -0.845 1.137 1.489  C7 1.085
21 H 3.642 -0.270 1.030  C8 1.030

The value obtained for the LUMO energy is 3.69 eV. As for the structure (SMILES): CN(C)C(=O)[C@]1(O)O[C@]1(C)[O-]. Its total charge is -1. The energy above the lowest of the compared OMol25 structures with the same formula, charge and spin is 367.0 kJ/mol. For the HOMO-LUMO gap, the calculation gives 6.52 eV. The value obtained for the strongest force on any atom is 4.00 eV/A.

These are the Löwdin partial charges, in e, on atoms 1 to 6: O 0.0367; O -0.0031; O -0.1108; O 0.0085; N -0.1493; C -0.3262